ORCA calculation (wB97M-V/def2-TZVPD) on a cluster of 3 separate species, C36H80B2BrN8O11P3S in total at a distorted geometry.

CARTESIAN COORDINATES (ANGSTROEM)
H: -1.0503 -4.2714 0.0946
N: -0.6359 -4.6920 0.9547
C: -1.0061 -3.9208 2.0490
C: -0.4915 -4.4550 3.5191
C: -1.9572 -2.5589 1.9423
N: -1.2406 -1.2717 1.7968
C: -0.3699 -1.2007 0.6444
C: 1.2500 -1.2518 0.7922
C: 1.8594 -2.1693 1.9937
Br: 1.9229 -2.1120 -0.9348
C: -1.3956 -0.2215 2.8068
O: -1.1730 -1.0019 4.0840
C: -0.1496 0.8196 3.0585
B: 0.2114 2.0040 2.0600
O: 0.7563 3.2723 2.6732
O: 0.1820 2.0753 0.5771
C: -2.9060 0.5425 2.8311
O: -3.9149 -0.3930 3.1528
C: -5.2149 -0.4482 2.6496
C: -5.5928 -1.7512 1.6616
C: -6.9438 -1.4297 0.7757
O: -5.9711 -2.8858 2.5685
O: -2.7396 1.6898 3.6958
C: -3.5077 1.8625 4.8789
C: -3.4306 0.7641 6.0776
C: -4.6986 -0.2304 6.2969
C: -4.2856 -1.1589 7.6331
O: -4.9515 -0.5827 8.8117
C: -2.8591 3.2487 5.5860
C: -1.2893 3.2188 5.9237
C: -0.4274 2.1342 6.7989
C: 1.2021 2.2370 7.1207
C: 2.0703 3.5188 6.5758
C: 1.2515 4.6516 5.7074
C: -0.3855 4.5232 5.3847
C: -1.0124 5.7870 4.5298
B: -5.0736 2.4485 4.6673
O: -5.9265 2.7537 5.8712
O: -5.6824 2.7627 3.3672
P: -3.2901 1.3441 1.0873
S: -3.4412 0.0629 -0.3605
H: -1.4597 -4.4566 4.2174
H: 0.3768 -3.8298 3.9924
H: -0.2234 -5.6100 3.3801
H: -2.7242 -2.6648 2.8184
H: -2.5891 -2.7292 0.9426
H: -0.6065 -0.2810 -0.0811
H: -0.6298 -2.1389 -0.0567
H: 1.7980 -0.2159 0.8254
H: 2.9860 -1.8700 2.2514
H: 1.1868 -2.0953 2.9500
H: 1.9292 -3.2992 1.6209
H: -2.0002 -1.3847 4.4466
H: -0.2385 1.2760 4.1611
H: 0.8167 0.1207 3.1615
H: 1.3286 3.0037 3.4531
H: 1.1557 2.1839 0.3069
H: -5.9369 -0.6676 3.5851
H: -5.7372 0.4647 2.1449
H: -4.6792 -2.1326 1.0430
H: -7.7998 -0.8880 1.4060
H: -6.7103 -0.8891 -0.2354
H: -7.4049 -2.4901 0.4894
H: -6.9515 -2.7765 2.8349
H: -2.4601 0.0677 6.0534
H: -3.3153 1.3410 7.1199
H: -5.7091 0.2691 6.6083
H: -4.8987 -1.0204 5.4616
H: -4.7038 -2.2717 7.5223
H: -3.1266 -1.1181 7.8140
H: -4.4910 -0.9104 9.6417
H: -3.2076 4.1183 4.8574
H: -3.4525 3.4530 6.6019
H: -0.9732 1.2094 7.2576
H: 1.7857 1.4365 7.7779
H: 3.2157 3.7039 6.7687
H: 1.8534 5.5942 5.3064
H: -1.8539 5.4779 3.7729
H: -0.1776 6.4835 4.0458
H: -1.5496 6.4827 5.3378
H: -6.7564 2.2048 5.7322
H: -6.5708 2.2677 3.2668
H: -4.6045 2.0083 1.1303
H: -2.3916 2.4035 0.7293
C: -1.3826 3.4802 -4.4792
N: -0.7637 2.5282 -3.5873
C: -1.3146 2.6248 -2.2364
P: 0.0909 1.1101 -3.9661
O: -1.1146 0.1929 -3.6456
N: 0.0406 0.7127 -5.6358
C: -0.6504 1.4788 -6.6544
C: -0.1336 -0.7173 -5.9263
N: 1.4768 2.1646 -4.3346
C: 1.8234 3.3783 -3.6127
C: 2.5378 1.7369 -5.2386
H: -1.5050 4.4551 -3.9915
H: -2.3686 3.1461 -4.8176
H: -0.7594 3.7157 -5.3359
H: -0.4996 2.6711 -1.5067
H: -1.9472 1.7684 -1.9848
H: -1.9240 3.5232 -2.0828
H: -1.7149 1.5895 -6.4322
H: -0.5732 1.0074 -7.6423
H: -0.1801 2.4552 -6.7880
H: -1.1890 -1.0142 -5.8807
H: 0.4271 -1.3285 -5.2110
H: 0.2530 -0.9684 -6.9208
H: 1.4224 4.2562 -4.1299
H: 2.9057 3.5250 -3.5237
H: 1.4494 3.3695 -2.5859
H: 2.4105 2.2031 -6.2245
H: 2.5527 0.6502 -5.3650
H: 3.5350 1.9956 -4.8709
C: 5.7829 -1.5344 -4.0704
N: 5.1848 -2.7098 -4.6582
C: 4.0484 -3.1829 -3.8691
P: 5.3011 -3.2827 -6.2529
O: 3.9097 -2.7292 -6.6467
N: 6.1108 -2.1960 -7.3073
C: 6.6543 -0.9088 -6.9204
C: 5.5127 -2.0695 -8.6436
N: 6.9006 -3.9189 -5.8002
C: 7.2425 -4.4871 -4.5062
C: 7.9326 -4.1626 -6.8011
H: 5.8590 -1.6341 -2.9808
H: 5.2080 -0.6283 -4.2870
H: 6.8159 -1.3961 -4.3728
H: 4.1398 -4.2604 -3.6976
H: 3.0923 -2.9986 -4.3678
H: 3.9846 -2.7127 -2.8807
H: 5.8919 -0.2549 -6.4892
H: 7.0915 -0.3769 -7.7749
H: 7.4905 -1.0351 -6.2296
H: 4.6747 -1.3609 -8.6469
H: 5.1449 -3.0391 -8.9962
H: 6.2532 -1.7317 -9.3777
H: 7.7143 -3.7302 -3.8709
H: 7.9448 -5.3250 -4.5824
H: 6.3690 -4.8909 -3.9882
H: 8.6750 -3.3539 -6.7888
H: 7.5136 -4.2376 -7.8090
H: 8.4615 -5.1066 -6.6403

Forces on atoms 1 to 6 (eV/Å):
0.2 -0.2 0.7
-2.0 3.6 4.4
1.6 -2.0 -2.4
-1.5 -0.8 -0.7
-0.9 -2.1 -0.9
0.1 0.3 0.3

Properties
Strongest force on any atom in eV/Å: 7.40
Orbital gap in eV: 6.727
LUMO level in eV: -0.6
SMILES: [H]/N=C(/C)CN(C[C@@H](C)Br)[C@@](O)(CB(O)O)[C@@](OC[C@H](C)O)(O[C@@](CCCO)(Cc1ccccc1C)B(O)O)[PH2]=S.CN(C)P(=O)(N(C)C)N(C)C.CN(C)P(=O)(N(C)C)N(C)C
Total charge: 0


ORCA calculation (wB97M-V/def2-TZVPD) on a structure of composition C36H80BeCl2F2N8NaO8P at a distorted geometry.

CARTESIAN COORDINATES (ANGSTROEM)
C: -4.7811 -6.7585 7.3325
C: -4.0572 -6.9006 6.2086
C: -3.6457 -5.6988 5.4166
O: -2.6866 -5.0839 5.7969
O: -4.3477 -5.3980 4.3165
C: -3.9461 -4.1697 3.6980
C: -2.6642 -4.3247 2.8753
C: -2.8443 -3.8356 1.4277
C: -2.6072 -2.3241 1.3274
C: -1.2984 -1.9750 0.5917
C: -1.0437 -0.4832 0.9238
C: 0.1849 0.1790 0.2291
P: 1.0462 -0.9622 -0.9973
N: 1.7295 -2.1744 -0.3153
C: 1.2235 0.4764 1.3295
C: 1.5480 -0.6981 2.2523
O: 2.9579 -0.9074 2.3116
N: 3.2114 -2.3715 2.3662
O: 3.9830 -2.6772 1.5872
N: 2.4038 0.9929 0.5955
C: 2.0400 2.4006 0.2288
N: 3.0808 2.8282 -0.7242
C: 3.4373 4.2445 -0.5533
C: 4.7194 4.6299 -1.2782
C: 4.8845 6.1605 -1.1016
C: 4.7882 6.9214 -2.4297
C: 0.6457 2.6395 -0.3890
C: 0.0364 3.9125 0.2789
C: -0.2334 3.7936 1.7881
C: -1.1682 4.4764 -0.5271
C: -0.9937 5.9952 -0.7351
C: -1.2788 6.8275 0.5213
N: -0.3297 1.4960 -0.3671
C: -1.1876 1.3229 -1.5882
C: -0.5504 1.3723 -2.9374
N: 0.6866 1.3645 -3.1765
H: -5.7316 -6.2341 7.3452
H: -4.4204 -7.1238 8.2872
H: -3.7462 -7.8921 5.8993
H: -4.7737 -3.8644 3.0621
H: -3.8521 -3.3917 4.4523
H: -1.8585 -3.7819 3.3648
H: -2.4460 -5.3920 2.8366
H: -2.2372 -4.3813 0.7096
H: -3.8884 -4.0106 1.1649
H: -3.4430 -1.8393 0.8184
H: -2.5730 -1.8836 2.3293
H: -1.5009 -2.1258 -0.4588
H: -0.5140 -2.6280 0.9357
H: -1.9725 -0.0140 0.5788
H: -1.0113 -0.3079 2.0006
H: 2.0259 -0.1725 -1.6134
H: 0.1215 -1.2982 -1.9998
H: 1.3058 -3.0139 -0.7233
H: 0.8491 1.3003 1.9567
H: 1.2251 -0.4384 3.2648
H: 1.0495 -1.6284 2.0068
H: 3.2074 1.0752 1.2125
H: 2.2207 3.0393 1.1322
H: 3.9046 2.3103 -0.4214
H: 3.5560 4.5674 0.4994
H: 2.6472 4.8354 -1.0192
H: 4.6753 4.4078 -2.3401
H: 5.5803 4.1628 -0.8009
H: 4.0706 6.5510 -0.4844
H: 5.7998 6.4075 -0.5618
H: 5.5538 6.6021 -3.1333
H: 3.7989 6.7219 -2.8515
H: 4.8458 7.9919 -2.2582
H: 0.8554 3.0097 -1.3843
H: 0.8192 4.6592 0.1562
H: 0.6708 4.0032 2.3598
H: -0.9515 4.5548 2.0763
H: -0.6438 2.8283 2.0916
H: -1.0653 4.0557 -1.5285
H: -2.1262 4.2387 -0.0671
H: 0.0118 6.1412 -1.1294
H: -1.6726 6.2748 -1.5391
H: -0.3449 7.0165 1.0474
H: -1.6505 7.8011 0.2147
H: -2.0328 6.3600 1.1473
H: -1.0136 1.7703 0.3419
H: -1.9308 2.1179 -1.5637
H: -1.7784 0.4086 -1.5262
H: -1.2520 1.4406 -3.7711
H: 0.8392 1.4111 -4.1813
C: 1.3217 -2.2702 -4.1560
O: 0.5776 -2.9948 -3.5047
H: 2.0223 -2.8743 -5.1764
H: 0.8601 -1.4108 -4.7084
H: 2.1955 -1.8286 -3.6531
Na: 3.2474 2.4888 2.3238
C: 5.6709 8.3980 -7.3035
C: 5.4267 7.6176 -6.0269
O: 4.4996 8.2940 -5.1750
H: 6.0543 9.3915 -7.0728
H: 6.3872 7.8851 -7.9458
H: 4.7395 8.5315 -7.8586
H: 6.3539 7.5041 -5.4654
H: 5.0360 6.6191 -6.2565
H: 3.6755 8.3897 -5.6611
F: 3.2140 -3.0672 -5.0043
N: 0.6947 -6.1150 -0.3320
H: 1.0550 -5.4668 0.3673
H: 1.4298 -6.7605 -0.6197
H: -0.0877 -6.6328 0.0624
H: 0.3526 -5.5361 -1.1339
Cl: 8.2611 4.9990 -1.4888
C: 9.6561 4.9210 -0.3755
C: 9.2225 4.6953 1.0483
Cl: 8.3505 6.0980 1.7204
H: 10.2210 5.8433 -0.4859
H: 10.2832 4.0944 -0.7034
H: 10.0966 4.5313 1.6755
H: 8.5722 3.8280 1.1301
C: -8.1110 -6.1847 0.2170
O: -7.0317 -6.9725 0.6954
C: -6.4061 -6.4217 1.8430
C: -6.8734 -7.0737 3.1286
O: -8.2453 -6.8240 3.3800
C: -9.0892 -7.9045 3.0135
H: -8.7014 -6.8025 -0.4570
H: -8.7540 -5.8390 1.0282
H: -7.7301 -5.3207 -0.3395
H: -6.5643 -5.3383 1.8834
H: -5.3298 -6.6036 1.7343
H: -6.3122 -6.6389 3.9556
H: -6.6734 -8.1501 3.1157
H: -9.0443 -8.6920 3.7725
H: -8.8193 -8.3217 2.0412
H: -10.1089 -7.5277 2.9609
F: -0.4128 -3.7955 -0.8171
Be: 7.2593 7.5768 -2.1153
C: -4.0470 -6.2014 -1.9246
C: -4.1957 -4.7532 -1.8933
N: -4.3132 -3.6132 -1.8633
H: -3.0436 -6.4608 -2.2572
H: -4.2156 -6.6111 -0.9297
H: -4.7719 -6.6326 -2.6115

Forces on atoms 1 to 6 (eV/Å):
-0.1 0.1 0.1
-0.6 -0.1 0.0
-0.8 -0.7 -0.4
0.1 0.2 -0.2
0.0 0.3 0.2
0.1 0.5 -0.3

Properties
Strongest force on any atom in eV/Å: 6.67
Orbital gap in eV: 3.544
LUMO level in eV: -6.3
Total charge: +2


ORCA calculation (wB97M-V/def2-TZVPD) on a cluster of 7 separate species, C36H80Cl2N5O12 in total at a distorted geometry.

CARTESIAN COORDINATES (ANGSTROEM)
N: -1.8597 1.3308 1.0401
H: -2.5591 1.1246 1.7390
H: -2.2045 2.2005 0.6595
H: -1.8663 0.7084 0.2447
H: -0.9447 1.3522 1.4673
Cl: -3.7550 5.0661 0.9357
O: -2.9324 3.9225 0.6794
O: -3.1737 5.6921 2.1129
O: -3.8120 5.9154 -0.1835
O: -5.1214 4.6261 1.2268
Cl: -4.7294 1.2962 4.1161
O: -6.2003 1.3924 4.0863
O: -4.2599 2.6198 4.3589
O: -4.2558 0.3814 5.1104
O: -4.0573 0.8015 2.9205
C: 2.0975 -3.1798 -3.1528
C: 1.8874 -1.8078 -3.7523
C: 3.0641 -1.6188 -4.7862
C: 3.0756 -0.2793 -5.6496
C: 1.6422 -0.2207 -6.2588
C: 0.4266 -0.3719 -5.3088
N: 0.6645 -1.6032 -4.5207
O: -0.4329 -1.9576 -3.8614
C: 0.1468 0.8587 -4.4606
C: -0.8078 -0.4132 -6.3483
C: 2.0085 -0.7168 -2.5930
H: 1.5578 -3.8451 -3.8268
H: 1.6825 -3.4190 -2.1736
H: 3.0886 -3.6305 -3.1020
H: 3.9462 -1.4909 -4.1588
H: 3.1154 -2.5365 -5.3721
H: 4.0081 -0.2788 -6.2141
H: 3.2575 0.5259 -4.9378
H: 1.5468 -0.9380 -7.0739
H: 1.5662 0.7826 -6.6781
H: -0.5095 0.6003 -3.6297
H: 1.0610 1.3215 -4.0889
H: -0.3833 1.6300 -5.0193
H: -0.9519 0.4893 -6.9423
H: -0.7360 -1.2927 -6.9882
H: -1.7513 -0.4449 -5.8034
H: 2.3554 0.2585 -2.9344
H: 2.7477 -0.8875 -1.8104
H: 1.0794 -0.4038 -2.1168
H: -0.7385 -2.7887 -4.2321
C: 1.5334 2.2482 4.4597
C: 1.0000 3.3101 3.4426
C: 1.5596 4.6805 3.9624
C: 1.4204 5.7903 2.9224
C: 2.3059 5.2796 1.7560
C: 1.8569 3.9006 1.1153
N: 1.5889 2.9286 2.1487
O: 1.2401 1.6874 1.6639
C: 0.6917 4.3700 0.1539
C: 3.0522 3.2867 0.2371
C: -0.5447 3.2694 3.2994
H: 2.5519 1.8715 4.3654
H: 0.8319 1.4141 4.4426
H: 1.3434 2.6356 5.4607
H: 1.1795 4.9213 4.9552
H: 2.6092 4.4496 4.1441
H: 1.8876 6.7550 3.1202
H: 0.3469 5.7322 2.7427
H: 3.3384 5.1808 2.0912
H: 2.4448 6.1115 1.0656
H: 0.2146 3.4973 -0.2920
H: -0.0989 4.9046 0.6804
H: 1.1270 4.7270 -0.7795
H: 3.8922 2.9129 0.8225
H: 2.7190 2.4585 -0.3883
H: 3.2684 4.0894 -0.4680
H: -1.0518 3.9244 2.5909
H: -1.0953 3.5389 4.2006
H: -0.9144 2.2489 3.1998
H: 2.1074 1.2815 1.5965
C: -3.9623 -1.1732 -3.1136
C: -4.1555 -0.3483 -1.8921
C: -5.5661 -0.6060 -1.5059
C: -5.8304 -2.0408 -0.9414
C: -4.8895 -2.3004 0.2411
C: -3.3248 -2.1325 -0.1561
N: -3.3018 -0.8440 -0.8067
O: -1.9534 -0.4730 -1.0551
C: -2.4905 -2.0924 1.2382
C: -2.8790 -3.3457 -0.9548
C: -3.8947 1.0879 -2.2282
H: -4.2474 -0.6648 -4.0347
H: -4.6261 -2.0299 -3.2304
H: -2.9908 -1.6412 -3.2725
H: -5.8372 0.0086 -0.6475
H: -6.2911 -0.1908 -2.2059
H: -5.6814 -2.7978 -1.7113
H: -6.7996 -2.0473 -0.4427
H: -5.0478 -3.3415 0.5224
H: -5.0796 -1.5840 1.0403
H: -2.8709 -1.3254 1.9128
H: -2.3659 -3.0642 1.7159
H: -1.4582 -1.7960 1.0523
H: -3.4959 -3.8057 -1.7267
H: -1.9155 -3.1370 -1.4198
H: -2.6955 -4.0803 -0.1707
H: -2.9773 1.1789 -2.8097
H: -3.8924 1.8074 -1.4093
H: -4.5902 1.3737 -3.0174
H: -1.6102 -0.8975 -1.8448
C: 4.0982 -1.1801 1.5148
C: 4.0869 -2.2736 2.5026
C: 3.5030 -1.7661 3.8390
C: 2.0095 -1.6322 3.8627
C: 1.3224 -2.9417 3.3911
C: 1.8615 -3.4238 2.0068
N: 3.3196 -3.4290 2.0591
O: 3.8961 -4.1068 0.9467
C: 1.3643 -4.8162 1.8190
C: 1.3886 -2.5077 0.9435
C: 5.4997 -2.7753 2.8505
H: 3.0499 -0.8955 1.4240
H: 4.5508 -1.6043 0.6185
H: 4.8276 -0.4159 1.7830
H: 3.7043 -2.5404 4.5793
H: 3.9487 -0.8222 4.1531
H: 1.6400 -0.7419 3.3539
H: 1.5827 -1.4985 4.8567
H: 0.2660 -2.6837 3.4655
H: 1.3382 -3.6525 4.2173
H: 1.6380 -5.2493 0.8569
H: 1.7346 -5.5559 2.5287
H: 0.3067 -5.0794 1.8351
H: 0.3966 -2.8023 0.6012
H: 1.1239 -1.4922 1.2383
H: 2.0090 -2.4436 0.0496
H: 6.1516 -2.4270 2.0495
H: 5.5859 -3.8461 3.0352
H: 5.9579 -2.3281 3.7327
H: 4.1696 -4.9435 1.3297

Forces on atoms 1 to 6 (eV/Å):
-0.2 0.0 -0.3
-0.9 -0.6 0.7
0.3 1.5 0.1
0.0 -1.0 -0.2
0.5 0.5 -0.1
-2.6 -0.6 3.3

Properties
Strongest force on any atom in eV/Å: 4.22
Orbital gap in eV: 7.806
LUMO level in eV: 1.7
Total charge: -1